The following is a DFT calculation (ωB97M-V with the def2-TZVPD basis set) of C6H26B2ClCr2N6O16 as an isolated structure at a distorted geometry.

Calculated values
**⟨S²⟩**: 20.136
**E_HOMO (spin up / spin down)**: -11.2 / -12.9 eV
**Multiplicity**: 9
**Charge**: +1
**LUMO (spin up / spin down)**: -7.1770 / -5.2817 eV

Positions of all 59 atoms, in Å:
Cr (2.46594, 0.27371, -2.59113)
Cr (-1.22005, 4.32458, 1.35859)
Cl (-0.33615, 0.70260, 0.12971)
O (-0.46427, 2.00883, 0.71430)
O (-3.99234, -1.74859, -4.58949)
O (-1.98500, 3.97634, -0.83469)
O (0.53428, 0.78424, -1.01316)
O (-4.88167, -1.83515, 1.63317)
O (-1.62885, 0.19982, -0.29147)
O (1.99915, -3.75014, -2.84809)
O (-1.95205, 3.05522, 5.28384)
O (-3.46931, -2.83017, 0.35921)
O (0.23806, -0.24174, 1.05558)
O (1.79811, -1.70991, -2.25102)
O (-3.69939, 3.56515, -2.02830)
O (4.75101, -0.40250, 4.29691)
O (-4.26205, -3.33715, -3.15779)
O (-1.14943, 3.33140, 3.32580)
O (4.51042, -1.34661, 2.38133)
N (4.09653, -0.95176, 3.44026)
N (-2.52053, 3.62121, -1.87019)
N (-3.82642, -2.25123, -3.48864)
N (1.57597, -2.91733, -2.12088)
N (-3.76310, -2.18261, 1.34262)
N (-1.30983, 2.66933, 4.35056)
C (-1.66107, 3.22549, -3.00894)
C (0.61660, -3.31117, -1.03535)
C (-2.67197, -1.77643, 2.25469)
C (2.65644, -1.10222, 3.75313)
C (-0.68236, 1.34040, 4.40085)
C (-3.07709, -1.47349, -2.47492)
B (3.42272, 2.27733, -2.89496)
B (3.99043, -0.23531, -0.98856)
H (3.43737, 1.49443, -3.74202)
H (-0.63547, 3.48150, -2.75482)
H (4.68937, 0.61376, -0.66052)
H (2.40069, 2.18949, -2.37723)
H (2.89979, 0.08657, -0.80014)
H (-1.77906, -2.35211, 2.04308)
H (3.69245, 3.29966, -3.34541)
H (4.21778, 1.95166, -2.12533)
H (2.51526, -1.71122, 4.64004)
H (-1.82398, 2.17671, -3.22450)
H (4.15119, -0.55576, -2.08459)
H (2.14323, -1.55320, 2.90751)
H (-2.75329, -0.55250, -2.95167)
H (-0.66499, 0.94826, 5.41181)
H (2.25307, -0.10395, 3.89191)
H (-3.72116, -1.25457, -1.63372)
H (-2.17892, -2.05477, -2.28515)
H (-0.03427, -2.46242, -0.84188)
H (-3.08954, -1.94351, 3.24415)
H (-1.90368, 3.87640, -3.84662)
H (0.07016, -4.17367, -1.39920)
H (4.15497, -1.16606, -0.32344)
H (-1.22245, 0.64292, 3.76458)
H (-2.46063, -0.72951, 2.05213)
H (1.21559, -3.50715, -0.14885)
H (0.32380, 1.40690, 3.99693)

Here are the natural (NBO) charges for atoms 1 to 5, given in e: 1.44, 0.96, 2.58, -0.89, -0.38